109
Properties=species:S:1:pos:R:3:mulliken_charge:R:1 method="wB97M-V/def2-TZVPD" total_energy_ev=-215530.15689 relative_energy_ev=0.000 homo_energy_ha=-0.3430 charge=+1 molar_mass_g_mol=1052.12 lumo_energy_ev=-2.81
Ti 0.408 0.519 3.348 0.3458
C 3.752 2.257 3.624 -1.3771
Si 3.635 0.478 4.219 0.2756
C 3.510 0.346 6.079 -1.1670
C 5.150 -0.414 3.592 -1.2096
N 2.169 -0.206 3.459 0.1287
C 2.155 -1.538 3.012 -0.3206
C 2.778 -2.625 3.626 -0.2919
C 2.735 -3.880 3.039 -1.1146
C 2.058 -4.088 1.844 -1.0461
C 1.393 -3.034 1.230 -0.6787
C 1.460 -1.810 1.844 1.2498
F 0.768 -0.711 1.338 1.0339
H 4.661 2.371 3.028 0.4454
H 3.817 2.972 4.446 0.3851
H 2.915 2.551 2.987 0.3698
H 3.103 1.254 6.527 0.3628
H 4.498 0.177 6.512 0.4441
H 2.866 -0.481 6.385 0.3301
H 6.022 0.155 3.925 0.4167
H 5.171 -0.445 2.500 0.3122
H 5.265 -1.432 3.962 0.3663
H 3.280 -2.482 4.573 0.6311
H 3.226 -4.710 3.530 0.4278
H 2.029 -5.070 1.394 0.4794
H 0.843 -3.179 0.309 0.4358
C -0.920 4.763 5.879 -0.5881
C -1.796 4.627 4.808 -0.7823
C -1.472 3.815 3.738 -0.2111
C -0.251 3.137 3.722 0.1677
C 0.633 3.296 4.781 0.3661
C 0.290 4.092 5.866 -0.9805
N 0.064 2.268 2.606 1.3085
N -0.168 2.994 1.465 -0.8751
C -0.809 2.641 0.436 -0.1880
C -1.311 3.740 -0.419 -1.6183
C -2.639 3.775 -0.586 -0.5043
C -3.450 2.706 -0.015 -1.1647
C -2.889 1.546 0.341 -0.6301
N -1.460 1.365 0.172 2.1427
H -1.181 5.395 6.717 0.4153
H -2.744 5.150 4.815 0.4124
H -2.168 3.686 2.919 0.3972
H 1.598 2.810 4.761 -0.0429
H 0.982 4.197 6.691 0.4479
H -0.648 4.536 -0.732 0.6207
H -3.120 4.597 -1.100 0.5598
H -4.510 2.853 0.140 0.5459
H -3.417 0.705 0.771 0.6673
S -5.733 0.444 6.897 -0.1969
C -4.304 0.246 6.142 0.0914
S -2.763 0.542 6.895 -0.0674
C -1.770 0.129 5.522 0.5199
C -2.420 -0.252 4.404 -0.4048
S -1.591 -0.660 2.923 -0.0864
S -4.161 -0.278 4.485 -0.0180
S -0.028 0.169 5.622 -0.5760
C -1.494 1.386 -2.727 -1.4826
C -1.495 0.646 -4.066 -1.3331
As 0.280 0.045 -4.721 0.3667
C 0.145 -1.896 -4.511 0.3728
C 1.324 -2.606 -4.735 -0.6824
C 1.361 -3.985 -4.591 -0.6612
C 0.220 -4.675 -4.204 -0.7044
C -0.959 -3.980 -3.981 -0.8118
C -0.996 -2.599 -4.140 0.4638
C -0.146 0.123 -6.621 0.2800
C -1.208 -0.587 -7.177 0.0209
C -1.476 -0.496 -8.533 -0.7004
C -0.678 0.300 -9.347 -0.4522
C 0.384 1.003 -8.803 -0.6329
C 0.649 0.915 -7.441 -0.5681
P -1.120 0.468 -1.219 1.0150
C 0.612 0.045 -1.264 0.8801
C 1.586 1.037 -1.117 -0.5990
C 2.924 0.704 -1.225 -1.3018
C 3.299 -0.605 -1.503 -0.9502
C 2.335 -1.585 -1.675 -0.3643
C 0.991 -1.264 -1.555 -0.1648
C -2.195 -0.947 -1.116 0.8524
C -3.392 -0.955 -1.835 -0.8141
C -4.265 -2.022 -1.704 -0.7849
C -3.951 -3.076 -0.855 -0.9066
C -2.772 -3.061 -0.124 -1.4419
C -1.897 -1.995 -0.248 -0.1333
H -2.447 1.894 -2.560 0.7089
H -0.732 2.170 -2.746 0.4966
H -1.806 1.373 -4.818 0.7521
H -2.226 -0.159 -4.103 0.3925
H 2.226 -2.076 -5.022 0.4245
H 2.283 -4.521 -4.778 0.4562
H 0.249 -5.750 -4.087 0.4362
H -1.857 -4.511 -3.691 0.4711
H -1.934 -2.088 -3.960 0.3626
H -1.823 -1.229 -6.555 0.2415
H -2.301 -1.051 -8.960 0.4110
H -0.884 0.365 -10.408 0.3923
H 1.009 1.620 -9.435 0.3889
H 1.479 1.470 -7.018 0.3858
H 1.319 2.064 -0.918 0.5714
H 3.677 1.471 -1.101 0.5259
H 4.347 -0.856 -1.595 0.5050
H 2.621 -2.602 -1.908 0.5784
H 0.245 -2.034 -1.696 0.2171
H -3.653 -0.130 -2.486 0.4830
H -5.194 -2.027 -2.258 0.5058
H -4.637 -3.907 -0.756 0.4711
H -2.540 -3.868 0.559 0.5642
H -0.999 -1.965 0.343 0.5334

***

15
Properties=species:S:1:pos:R:3:mulliken_charge:R:1 method="wB97M-V/def2-TZVPD" total_energy_ev=-24700.43964 relative_energy_ev=2.854 homo_energy_ha=-0.3167 molar_mass_g_mol=229.09 lumo_energy_ev=-0.09
C 0.579 -1.613 -0.034 -0.3842
C -0.957 -1.721 -0.041 -0.6364
C -0.166 1.027 0.483 -0.0280
C -0.117 2.279 -0.353 -1.0519
N 1.005 -0.294 -0.360 -0.5701
S -1.690 0.019 0.309 -0.1684
I 3.014 0.021 0.078 0.0468
H 0.829 -1.951 1.022 0.3690
H 0.840 -2.390 -0.755 0.3283
H -1.547 -1.853 -1.028 0.2560
H -1.495 -2.287 0.638 0.3969
H 0.125 1.165 1.442 0.4793
H 0.075 1.882 -1.299 0.3697
H 0.616 2.881 0.199 0.3041
H -1.109 2.836 -0.303 0.2888

***

16
Properties=species:S:1:pos:R:3:mulliken_charge:R:1 method="wB97M-V/def2-TZVPD" total_energy_ev=-8300.78657 relative_energy_ev=4.946 homo_energy_ha=-0.5285 charge=+1 molar_mass_g_mol=97.14 lumo_energy_ev=-4.63
C 1.052 1.849 -1.453 0.2527
C 0.156 1.066 -1.162 -0.2491
C 1.051 -0.827 1.460 0.1125
C -1.782 -0.730 -1.096 -1.4758
C -0.888 0.293 -0.515 -0.0574
N 0.229 -1.120 0.509 -0.3455
N 1.357 0.405 1.864 -0.3207
H 1.757 2.617 -1.634 0.4223
H 1.574 -1.689 1.911 0.3637
H -2.324 -1.328 -0.398 0.4257
H -2.591 -0.147 -1.615 0.3759
H -1.464 -1.364 -1.891 0.4512
H -1.266 0.891 0.377 0.3072
H 0.118 -1.869 -0.163 0.2811
H 2.132 0.681 2.373 0.2345
H 0.888 1.272 1.433 0.2216

***

14
Properties=species:S:1:pos:R:3:mulliken_charge:R:1 method="wB97M-V/def2-TZVPD" total_energy_ev=-7360.10946 relative_energy_ev=2.146 homo_energy_ha=-0.3541 smiles=CCC#CCO molar_mass_g_mol=84.12 lumo_energy_ev=0.89
C -2.050 0.974 -0.225 -1.0623
C -1.548 -0.449 -0.469 -0.4685
C -0.112 -0.578 -0.295 -0.0522
C 1.073 -0.729 -0.203 0.2350
C 2.454 -0.630 0.281 -0.4465
O 2.492 0.180 1.440 -0.5043
H -1.564 1.683 -0.902 0.3014
H -3.128 1.012 -0.396 0.3183
H -1.848 1.289 0.804 0.3029
H -2.037 -1.155 0.209 0.2579
H -1.760 -0.767 -1.493 0.2649
H 3.096 -0.250 -0.530 0.2642
H 2.810 -1.621 0.587 0.2754
H 2.123 1.040 1.193 0.3140

***

101
Properties=species:S:1:pos:R:3:mulliken_charge:R:1 method="wB97M-V/def2-TZVPD" total_energy_ev=-159360.30125 relative_energy_ev=0.000 homo_energy_ha=-0.2832 molar_mass_g_mol=952.55 lumo_energy_ev=0.18
Ga 0.633 -0.377 -0.739 2.4085
O 0.297 -4.428 3.678 -0.6135
C 0.372 -3.634 2.784 0.3197
C 1.432 -2.537 2.629 -0.1796
O 2.322 -2.284 3.408 -0.7492
C 1.104 -1.884 1.366 1.4649
C -0.025 -2.428 0.785 0.8628
O -0.471 -1.945 -0.348 -0.9827
C -0.574 -3.521 1.581 -0.0683
O -1.550 -4.200 1.362 -0.6885
O 1.716 -0.881 0.790 -0.8549
O 2.013 1.170 -3.359 -0.9052
S 2.616 1.607 -2.109 1.0730
O 3.034 2.973 -2.031 -0.7505
O 1.684 1.276 -0.971 -0.6147
C 4.071 0.595 -1.882 -0.2782
C 5.274 1.278 -1.769 -0.5421
C 6.470 0.578 -1.724 -0.7194
C 6.466 -0.803 -1.822 -0.8622
C 5.263 -1.483 -1.931 -0.4831
C 4.048 -0.802 -1.936 0.2116
P 2.499 -1.762 -2.060 1.5847
C 2.677 -3.224 -0.993 0.7225
C 3.603 -3.328 0.040 -0.7891
C 3.570 -4.416 0.901 -0.8773
C 2.615 -5.410 0.740 -0.4754
C 1.677 -5.306 -0.279 -0.7759
C 1.700 -4.213 -1.130 -0.7555
C 2.629 -2.425 -3.769 0.9492
C 2.567 -1.515 -4.828 -0.6177
C 2.683 -1.954 -6.138 -0.8744
C 2.861 -3.302 -6.413 -0.5461
C 2.933 -4.209 -5.367 -0.7476
C 2.820 -3.775 -4.053 -0.4649
H 5.258 2.357 -1.734 0.6167
H 7.403 1.118 -1.630 0.4061
H 7.397 -1.356 -1.817 0.4416
H 5.264 -2.563 -2.014 0.5715
H 4.324 -2.541 0.213 0.3656
H 4.275 -4.467 1.720 0.4179
H 2.582 -6.247 1.425 0.4294
H 0.904 -6.055 -0.388 0.4179
H 0.929 -4.117 -1.885 0.4443
H 2.438 -0.460 -4.628 0.5523
H 2.638 -1.234 -6.945 0.4496
H 2.950 -3.643 -7.436 0.3817
H 3.084 -5.262 -5.568 0.4320
H 2.901 -4.500 -3.255 0.3633
N -0.373 -0.180 -2.539 -0.0915
H 0.278 0.263 -3.192 0.3653
H -1.234 0.363 -2.492 0.0398
H -0.620 -1.109 -2.868 0.3062
C -0.703 2.897 0.363 -1.0816
P -1.057 1.098 0.468 -0.5037
C -1.269 0.653 2.213 3.1714
C -2.494 0.336 2.792 -1.3085
C -2.559 -0.033 4.128 -1.1931
C -1.403 -0.085 4.893 -0.9627
C -0.180 0.246 4.327 -0.3839
C -0.114 0.617 2.995 -1.6532
C -2.595 0.738 -0.424 1.8697
C -3.003 1.545 -1.487 -0.2248
C -4.080 1.178 -2.278 -0.8586
C -4.759 -0.005 -2.023 -0.8292
C -4.344 -0.827 -0.986 -0.9847
C -3.260 -0.468 -0.197 -1.0033
P -1.643 4.364 1.057 -0.6170
C -1.585 4.132 2.868 0.6496
C -0.439 3.676 3.509 -0.0549
C -0.364 3.640 4.894 -0.4253
C -1.429 4.082 5.663 -0.6245
C -2.566 4.573 5.036 -0.6707
C -2.641 4.602 3.652 -0.5034
C -3.401 4.004 0.697 0.2399
C -3.990 4.728 -0.337 -0.6365
C -5.294 4.462 -0.735 -0.6017
C -6.026 3.477 -0.089 -0.5483
C -5.458 2.767 0.962 -0.6392
C -4.156 3.033 1.353 -0.0445
H -0.560 3.105 -0.702 0.6479
H 0.319 2.989 0.749 0.6916
H -3.401 0.358 2.201 0.5476
H -3.514 -0.290 4.567 0.4644
H -1.454 -0.394 5.929 0.4720
H 0.730 0.185 4.909 0.5437
H 0.850 0.845 2.556 0.3434
H -2.498 2.476 -1.693 0.3368
H -4.396 1.828 -3.084 0.4419
H -5.605 -0.290 -2.636 0.4275
H -4.855 -1.761 -0.790 0.4866
H -2.927 -1.141 0.582 0.3765
H 0.416 3.340 2.936 0.2550
H 0.532 3.262 5.368 0.4235
H -1.372 4.052 6.743 0.4017
H -3.399 4.935 5.625 0.4151
H -3.533 4.994 3.180 0.4159
H -3.419 5.504 -0.835 0.3831
H -5.740 5.031 -1.542 0.4222
H -7.042 3.265 -0.397 0.4133
H -6.029 2.000 1.470 0.4324
H -3.715 2.479 2.173 0.7902